C13H28AsFeN2O5Te | ωB97M-V with the def2-TZVPD basis set

The value obtained for the gap between HOMO and LUMO (spin up / spin down) is 0.2112 / 0.2646 Ha. As for the expectation value of S²: 8.76. The calculation puts the LUMO energy (spin up / spin down) at 0.559 / 0.551 eV. The energy above the lowest of the compared OMol25 structures with the same formula, charge and spin comes out at 0.0 kcal/mol. The maximum force comes out at 0.011 hartree/bohr. Its spin multiplicity is 6.

Element x y z (Å)
Fe: -0.040 0.234 -1.108
C: -4.458 1.332 1.943
N: -3.036 1.551 1.728
C: -2.451 2.726 2.353
C: -2.330 0.873 0.805
O: -1.155 1.141 0.560
C: -3.036 -0.268 0.080
O: -2.193 -0.712 -0.933
C: -2.091 -2.149 -1.198
C: -0.716 -2.547 -0.808
O: 0.237 -1.717 -1.250
N: -0.583 -3.004 0.549
C: 0.731 -2.818 1.117
C: -1.088 -4.342 0.785
H: -4.706 1.635 2.959
H: -5.069 1.918 1.251
H: -4.719 0.283 1.842
H: -2.722 2.743 3.408
H: -1.371 2.684 2.254
H: -2.815 3.640 1.877
H: -3.258 -1.063 0.802
H: -3.985 0.094 -0.332
H: -2.856 -2.679 -0.630
H: -2.267 -2.271 -2.265
H: 1.021 -1.776 1.031
H: 0.701 -3.092 2.174
H: 1.495 -3.442 0.621
H: -2.077 -4.458 0.341
H: -0.435 -5.113 0.347
H: -1.171 -4.522 1.858
C: 0.939 3.916 -2.279
C: 0.663 2.465 -2.596
O: 1.570 1.639 -2.510
H: 0.524 4.560 -3.053
H: 2.010 4.088 -2.167
H: 0.426 4.159 -1.347
Te: -1.308 1.878 -3.061
C: 4.140 1.878 -0.654
As: 3.138 0.291 -0.293
C: 3.312 -0.923 -1.757
C: 4.016 -0.528 1.200
O: 1.558 0.633 0.142
H: 5.206 1.656 -0.650
H: 3.907 2.603 0.124
H: 3.824 2.259 -1.621
H: 4.358 -1.194 -1.894
H: 2.923 -0.434 -2.646
H: 2.694 -1.790 -1.530
H: 5.076 -0.639 0.973
H: 3.575 -1.503 1.382
H: 3.889 0.103 2.078

Atomic partial charges in e from the Löwdin method, atoms 1 to 8: Fe 0.64; C -0.04; N -0.13; C -0.02; C -0.39; O -0.01; C -0.13; O -0.25

C5H7NO | ωB97M-V with the def2-TZVPD basis set

The value obtained for the gap between HOMO and LUMO is 0.3379 Ha. The calculation puts the LUMO energy at 0.398 eV. The energy above the lowest of the compared OMol25 structures with the same formula, charge and spin comes out at 107.7 kcal/mol. The maximum force comes out at 0.010 hartree/bohr.

Element x y z (Å)
C: -1.961 -0.127 0.155
C: -0.457 0.036 0.195
N: 0.326 -0.888 1.052
C: 1.202 0.264 1.158
C: 1.810 0.338 -0.253
C: 0.443 0.288 -1.006
O: 0.165 0.539 -2.146
H: -2.412 0.653 -0.469
H: -2.376 -0.070 1.166
H: -2.217 -1.107 -0.267
H: 0.713 -1.627 0.450
H: -0.136 1.016 0.816
H: 2.412 -0.564 -0.435
H: 2.397 1.226 -0.515

Atomic partial charges in e from the Löwdin method, atoms 1 to 8: C -0.01; C -0.36; N -0.02; C 0.00; C -0.11; C -0.37; O 0.12; H 0.09

C26H34N2O3 | ωB97M-V with the def2-TZVPD basis set

The value obtained for the gap between HOMO and LUMO is 0.3390 Ha. The calculation puts the LUMO energy at 0.614 eV. The energy above the lowest of the compared OMol25 structures with the same formula, charge and spin comes out at 522.6 kcal/mol. The maximum force comes out at 0.310 hartree/bohr.

Element x y z (Å)
C: -5.037 -1.048 -1.281
N: -5.181 -0.296 -0.169
C: -4.211 0.491 0.472
O: -4.572 1.116 1.400
C: -2.934 0.011 -0.096
C: -2.237 1.199 -0.231
C: -0.936 1.015 -0.448
C: -0.276 -0.097 -0.712
C: -1.086 -1.196 -0.318
C: -2.325 -1.116 0.084
H: -3.002 -1.733 0.409
H: -0.663 -2.093 -0.296
O: 1.058 -0.579 -1.012
C: 1.964 0.739 -1.168
C: 2.340 1.416 -0.072
C: 3.486 0.728 0.839
N: 4.777 0.616 -0.080
C: 4.394 0.736 -1.470
C: 3.279 0.085 -1.891
H: 3.252 -0.966 -1.268
H: 2.987 -0.149 -2.992
H: 5.164 0.442 -1.924
H: 4.283 1.929 -1.885
C: 5.675 1.807 0.420
H: 6.374 2.119 -0.863
C: 6.708 1.245 1.374
C: 7.425 -0.145 0.903
C: 8.748 0.356 0.402
C: 9.340 -0.926 0.058
C: 8.870 -2.183 -0.010
C: 7.552 -2.196 0.333
C: 6.805 -1.248 0.748
H: 5.858 -1.310 1.253
H: 7.059 -3.412 0.341
H: 9.355 -3.057 -0.458
H: 10.472 -0.552 -0.374
H: 9.199 1.179 0.279
H: 7.294 2.040 1.975
H: 5.977 0.978 2.243
H: 5.171 2.844 0.647
H: 3.376 -0.359 1.094
H: 3.646 1.326 1.899
H: 1.418 1.417 0.787
H: 2.555 2.319 -0.186
H: 1.379 1.393 -2.009
H: -0.122 1.956 -0.892
H: -2.549 2.159 -0.243
C: -6.572 -0.322 0.353
C: -7.371 -1.439 0.340
H: -6.970 -2.121 1.161
H: -7.456 -1.960 -0.583
C: -8.782 -1.262 0.948
O: -9.373 -0.387 0.077
C: -8.901 0.741 0.158
C: -7.451 0.677 -0.439
H: -7.084 1.837 -0.392
H: -7.675 0.284 -1.637
H: -9.719 1.415 -0.519
H: -8.875 1.398 1.072
H: -9.217 -2.256 1.332
H: -8.673 -0.958 1.928
H: -6.569 0.271 1.401
H: -4.101 -0.728 -1.883
H: -6.041 -0.905 -1.977
H: -5.012 -2.231 -1.120

Atomic partial charges in e from the Löwdin method, atoms 1 to 8: C -0.13; N -0.08; C -0.41; O 0.13; C -0.20; C 0.00; C -0.06; C -0.22

C19H28N2O3 | ωB97M-V with the def2-TZVPD basis set

The value obtained for the gap between HOMO and LUMO is 0.3334 Ha. The calculation puts the LUMO energy at 0.635 eV. The energy above the lowest of the compared OMol25 structures with the same formula, charge and spin comes out at 21.0 kcal/mol. The maximum force comes out at 0.010 hartree/bohr. The SMILES is CCOc1ccc(CN(C)C(=O)CNC(=O)C2CCCCC2)cc1.

Element x y z (Å)
C: -0.392 1.081 6.774
C: -1.321 1.289 5.581
O: -0.628 1.676 4.412
C: 0.088 0.756 3.709
C: 0.110 -0.613 3.947
C: 0.864 -1.445 3.134
C: 1.616 -0.940 2.088
C: 1.592 0.432 1.854
C: 0.839 1.268 2.648
H: 0.816 2.333 2.475
H: 2.179 0.839 1.044
C: 2.420 -1.835 1.183
N: 1.909 -1.792 -0.179
C: 2.626 -1.145 -1.116
O: 3.727 -0.672 -0.889
C: 2.008 -0.997 -2.510
N: 0.866 -0.111 -2.496
C: -0.366 -0.485 -2.912
O: -0.612 -1.622 -3.263
C: -1.389 0.639 -2.921
C: -1.364 1.297 -4.307
C: -2.413 2.400 -4.398
C: -3.802 1.840 -4.110
C: -3.835 1.191 -2.730
C: -2.785 0.090 -2.628
H: -3.002 -0.703 -3.346
H: -2.801 -0.353 -1.630
H: -4.824 0.773 -2.538
H: -3.640 1.950 -1.968
H: -4.054 1.094 -4.866
H: -4.544 2.639 -4.165
H: -2.388 2.847 -5.394
H: -2.180 3.185 -3.674
H: -1.570 0.532 -5.059
H: -0.370 1.706 -4.508
H: -1.123 1.385 -2.164
H: 1.037 0.843 -2.222
H: 1.679 -1.956 -2.915
H: 2.792 -0.587 -3.156
C: 0.586 -2.343 -0.341
H: 0.324 -2.486 -1.384
H: -0.161 -1.689 0.121
H: 0.546 -3.312 0.161
H: 2.390 -2.869 1.541
H: 3.459 -1.498 1.140
H: 0.866 -2.508 3.333
H: -0.458 -1.052 4.752
H: -1.926 0.393 5.396
H: -1.999 2.124 5.781
H: 0.312 0.275 6.582
H: 0.172 1.990 6.963
H: -0.977 0.837 7.656

Atomic partial charges in e from the Löwdin method, atoms 1 to 8: C -0.06; C -0.25; O -0.05; C -0.27; C -0.02; C -0.04; C -0.22; C -0.02